[1]
53
Properties=species:S:1:pos:R:3:forces:R:3 method="wB97M-V/def2-TZVPD" lumo_energy_ev=-0.574 smiles="CCCCO[C@@](C#N)(OB(O)O)[C@@](O)(I)C#N.NC(N)=O.NC(N)=O.NC(N)=O" orbital_gap_ev=9.09 e_homo_ev=-9.66 energy_ha=-1796.1445
C 3.272 1.582 -0.688 0.96 -0.56 0.30
C 3.894 0.131 -1.120 -1.42 0.50 0.13
C 2.662 -0.744 -1.722 0.92 -0.44 0.54
C 1.750 -1.250 -0.456 2.57 0.11 -1.82
O 0.371 -0.917 -0.800 -1.24 -0.57 2.89
C -0.508 -0.974 0.329 -0.81 -0.82 1.35
C -0.013 -2.030 1.474 2.66 -3.26 1.62
N 0.503 -2.914 2.132 -3.02 5.33 -3.48
O -0.693 0.283 1.024 1.16 0.04 -2.58
B -0.517 1.434 0.156 1.03 2.11 -0.27
O -1.135 1.643 -1.129 0.03 -0.13 2.55
O 0.337 2.505 0.672 -2.74 -2.68 0.67
C -2.021 -1.485 -0.082 -0.92 0.62 -0.39
O -2.427 -1.039 -1.389 -0.29 0.34 1.97
I -1.943 -3.689 -0.200 -0.44 0.63 -0.17
C -3.087 -1.071 1.045 -1.31 -0.39 3.75
N -3.780 -0.935 2.033 3.69 -0.61 -5.70
H 2.695 1.454 0.307 0.85 0.42 -1.91
H 4.150 2.288 -0.455 -1.48 -0.95 -0.31
H 2.622 2.039 -1.525 1.02 -0.86 1.33
H 4.764 0.244 -1.864 -1.47 -0.23 1.09
H 4.259 -0.417 -0.164 -0.33 0.95 -1.61
H 3.136 -1.680 -2.225 -1.11 1.57 0.64
H 2.043 -0.135 -2.486 1.08 -1.04 1.32
H 2.152 -0.679 0.454 -1.07 -0.96 -1.06
H 1.948 -2.394 -0.394 -0.90 1.98 0.34
H -1.677 2.466 -1.084 0.93 -0.65 -0.19
H 0.320 2.355 1.658 0.55 0.43 -1.33
H -3.155 -0.366 -1.311 1.13 -0.83 0.05
N -6.889 -1.902 2.415 0.71 -0.21 -0.36
C -7.718 -1.323 3.316 0.35 0.29 0.36
N -9.034 -1.593 3.130 -0.98 0.01 0.12
O -7.313 -0.613 4.223 -0.13 -0.08 -0.09
H -7.202 -2.488 1.662 -0.01 0.06 0.11
H -5.900 -1.725 2.518 -0.17 0.01 -0.05
H -9.683 -1.180 3.781 0.15 -0.10 -0.15
H -9.387 -2.174 2.391 0.07 0.06 0.08
N 3.218 -0.265 -6.459 0.76 -0.23 -0.43
C 2.393 0.306 -5.548 0.15 0.32 0.39
N 1.078 0.027 -5.721 -0.86 0.01 0.14
O 2.802 1.016 -4.642 -0.03 -0.07 -0.08
H 2.902 -0.851 -7.210 0.01 0.07 0.09
H 4.204 -0.081 -6.364 -0.23 -0.04 -0.02
H 0.432 0.433 -5.063 0.13 -0.10 -0.13
H 0.722 -0.554 -6.458 0.06 0.05 0.08
N 4.058 2.734 4.477 0.61 0.41 0.40
C 3.325 2.181 3.480 0.27 0.07 -0.52
N 2.188 1.564 3.889 -0.84 -0.35 -0.07
O 3.661 2.234 2.308 -0.08 -0.04 0.31
H 3.799 2.701 5.446 0.01 -0.01 -0.11
H 4.911 3.202 4.214 -0.19 -0.11 0.06
H 1.615 1.139 3.177 0.17 -0.06 0.21
H 1.894 1.509 4.847 0.03 -0.02 -0.10

=====

[2]
61
Properties=species:S:1:pos:R:3:forces:R:3 method="wB97M-V/def2-TZVPD" lumo_energy_ev=-13.092 de_lowest_kcal_mol=0.0 orbital_gap_ev=7.30 e_homo_ev=-20.39 energy_ha=-2639.0256 total_charge=+4
Ta -0.413 0.108 -0.045 1.91 0.55 1.12
C -0.634 1.443 5.002 0.18 0.25 -0.36
N -0.157 2.245 3.842 -0.27 0.05 0.41
C -0.052 3.630 3.843 -0.05 -0.33 0.14
C 0.456 3.997 2.657 0.06 -0.10 -0.22
N 0.669 2.822 1.928 0.11 0.30 -0.52
C 0.271 1.775 2.677 -0.05 0.02 0.27
S 0.398 0.104 2.262 0.07 -0.20 -0.25
C 1.352 2.783 0.672 -0.24 0.00 0.43
C 2.300 3.751 0.435 0.18 0.14 -0.01
C 2.933 3.798 -0.796 0.09 0.10 0.00
C 2.603 2.854 -1.757 0.03 0.01 -0.01
C 1.674 1.898 -1.436 0.04 -0.14 0.11
N 1.043 1.832 -0.230 -0.46 -0.13 -0.36
H -1.394 2.019 5.519 -0.01 0.02 0.02
H 0.208 1.250 5.661 0.00 -0.03 0.05
H -1.056 0.512 4.637 0.00 -0.03 0.02
H -0.355 4.224 4.690 -0.02 0.00 0.00
H 0.649 4.976 2.254 0.01 -0.01 -0.01
H 2.563 4.452 1.213 0.01 0.02 -0.01
H 3.679 4.558 -0.993 -0.01 0.00 -0.01
H 3.056 2.852 -2.738 0.03 0.02 0.01
H 1.418 1.139 -2.160 -0.06 -0.03 0.00
C -4.849 0.007 -2.021 0.10 -0.02 0.16
C -3.514 0.668 -1.690 0.17 -0.02 -0.07
O -3.403 2.014 -2.094 -0.07 0.02 0.17
P -2.097 -0.028 -2.666 0.51 0.16 0.53
O -1.967 -1.571 -2.512 -0.08 -0.16 0.10
O -2.241 0.170 -4.178 -0.04 0.51 -0.01
O -0.811 0.566 -1.980 -1.13 -0.92 -0.60
P -3.015 0.519 0.116 0.45 0.04 -0.57
O -4.248 0.717 0.977 -0.32 -0.14 0.14
O -2.166 -0.819 0.276 -0.52 0.50 -0.49
O -1.841 1.505 0.369 -0.62 0.02 0.00
H -5.012 0.002 -3.098 -0.03 0.03 -0.01
H -5.653 0.581 -1.554 -0.04 -0.02 -0.01
H -4.910 -1.017 -1.648 0.03 0.01 0.00
H -4.226 2.506 -1.941 -0.02 -0.02 -0.11
H -2.407 -2.142 -3.165 0.02 -0.05 -0.06
H -2.521 1.006 -4.592 0.05 0.07 -0.02
H -4.529 0.241 1.776 0.01 0.02 0.10
C 3.423 -1.114 -0.536 -0.08 -0.21 -0.09
N 2.685 -2.374 -0.741 0.44 -0.09 -0.25
C 3.453 -3.433 -1.453 -0.10 0.24 0.10
C 1.444 -2.541 -0.364 -0.46 0.84 0.02
O 0.666 -1.388 -0.326 0.16 -0.77 0.03
N 0.871 -3.650 -0.003 -0.04 -0.78 0.14
C 1.679 -4.843 0.386 -0.20 0.29 0.05
C -0.584 -3.883 0.079 0.21 0.10 -0.05
H 4.380 -1.359 -0.079 0.03 0.00 -0.01
H 2.887 -0.454 0.139 -0.03 0.01 0.02
H 3.607 -0.630 -1.495 -0.01 0.01 0.01
H 3.908 -2.958 -2.320 0.04 -0.01 -0.02
H 2.789 -4.220 -1.794 0.04 0.07 -0.02
H 4.231 -3.837 -0.811 0.04 -0.03 -0.02
H 2.671 -4.531 0.696 -0.03 -0.05 0.02
H 1.731 -5.553 -0.435 -0.01 -0.05 0.03
H 1.169 -5.301 1.230 0.01 -0.04 0.01
H -1.150 -3.027 -0.266 0.03 0.03 -0.04
H -0.833 -4.108 1.114 -0.06 0.01 0.01
H -0.829 -4.746 -0.537 0.01 -0.03 0.00

=====

[3]
97
Properties=species:S:1:pos:R:3:forces:R:3 method="wB97M-V/def2-TZVPD" lumo_energy_ev=3.611 de_lowest_kcal_mol=6.1 orbital_gap_ev=5.43 e_homo_ev=-1.82 energy_ha=-3181.2740 total_charge=-2
Rb -0.836 -0.937 0.008 0.22 -0.28 -0.08
N 1.590 -4.688 3.471 -0.01 0.06 0.01
C 1.451 -3.422 2.881 -0.08 0.00 -0.12
S -0.087 -2.667 2.991 0.08 -0.01 0.00
N 2.549 -2.960 2.366 0.02 -0.16 0.02
N 2.501 -1.843 1.588 0.06 0.10 0.10
C 3.252 -0.881 1.985 -0.03 0.01 -0.08
C 3.908 -0.873 3.324 0.03 0.04 -0.01
C 5.279 -0.681 3.465 -0.04 -0.02 -0.01
C 5.866 -0.662 4.723 0.00 0.00 0.03
C 5.080 -0.827 5.855 0.04 0.00 -0.01
C 3.710 -1.019 5.721 -0.03 0.01 -0.02
C 3.125 -1.048 4.464 0.03 0.03 0.04
C 3.465 0.280 1.086 0.00 -0.06 0.07
C 3.911 1.504 1.592 -0.04 0.06 0.02
C 4.120 2.560 0.724 -0.01 0.00 0.03
C 3.884 2.378 -0.628 -0.03 -0.01 -0.03
C 3.434 1.134 -1.044 -0.03 -0.01 -0.02
N 3.238 0.112 -0.220 0.00 0.01 0.00
H 0.914 -4.829 4.205 0.00 -0.02 0.01
H 2.542 -4.884 3.743 0.01 -0.01 -0.02
H 5.889 -0.549 2.578 0.01 0.00 0.00
H 6.936 -0.519 4.820 0.00 0.00 0.00
H 5.534 -0.806 6.839 0.00 0.00 0.00
H 3.091 -1.148 6.601 0.00 0.00 0.00
H 2.058 -1.207 4.348 -0.02 0.02 0.02
H 4.064 1.620 2.655 0.00 0.01 -0.01
H 4.450 3.520 1.104 0.00 0.00 0.01
H 4.020 3.178 -1.345 0.00 0.00 0.00
H 3.213 0.938 -2.088 -0.01 -0.01 -0.01
C 0.657 1.969 5.312 0.02 0.03 0.01
C 1.307 2.959 4.577 -0.01 -0.03 0.01
C 1.239 2.952 3.196 0.02 0.01 -0.01
C 0.527 1.942 2.552 0.03 0.03 -0.05
C -0.118 0.951 3.275 -0.04 -0.04 0.13
C -0.056 0.975 4.664 0.01 -0.03 -0.04
N 0.425 1.834 1.135 -0.03 -0.07 0.08
N 0.665 2.872 0.511 0.01 0.03 -0.05
C 0.488 2.733 -0.909 0.02 -0.01 0.00
C 0.686 3.883 -1.659 0.02 0.01 0.02
C 0.513 3.801 -3.031 -0.01 0.00 -0.01
C 0.144 2.588 -3.587 -0.01 0.02 -0.02
C -0.040 1.496 -2.744 -0.02 -0.02 0.02
N 0.138 1.569 -1.430 0.00 -0.01 0.00
H 0.721 1.974 6.394 0.00 0.00 0.00
H 1.874 3.729 5.087 0.00 0.00 0.00
H 1.741 3.704 2.601 0.00 0.00 0.00
H -0.675 0.166 2.778 0.03 0.08 -0.05
H -0.554 0.191 5.219 0.00 0.01 0.01
H 0.960 4.801 -1.157 0.00 0.00 -0.01
H 0.647 4.677 -3.655 0.00 0.00 0.00
H -0.028 2.482 -4.649 0.00 0.00 0.00
H -0.353 0.530 -3.128 0.00 0.00 0.00
O -5.088 -0.154 2.242 -0.02 -0.02 0.00
C -4.137 0.315 1.602 0.04 0.00 0.10
O -3.007 -0.189 1.373 -0.25 0.20 -0.03
C -4.397 1.733 1.006 -0.02 0.00 0.02
P -2.881 2.542 0.342 -0.01 0.05 0.01
C -3.194 2.463 -1.471 0.00 -0.06 0.02
C -3.125 3.570 -2.318 0.01 0.00 0.00
C -3.299 3.425 -3.689 0.02 0.01 0.00
C -3.532 2.171 -4.237 0.00 0.01 -0.01
C -3.583 1.058 -3.409 -0.01 -0.02 0.00
C -3.415 1.205 -2.039 -0.01 0.02 -0.01
C -3.261 4.330 0.618 -0.04 -0.02 -0.03
C -2.210 5.166 0.987 0.01 0.01 0.00
C -2.415 6.526 1.194 0.01 0.00 0.00
C -3.681 7.068 1.042 -0.01 0.00 0.00
C -4.743 6.244 0.682 0.01 0.01 0.00
C -4.532 4.891 0.471 0.01 -0.01 0.00
H -4.812 2.356 1.802 0.02 0.00 0.00
H -5.167 1.635 0.237 -0.01 0.02 0.00
H -2.937 4.555 -1.909 0.00 0.01 0.00
H -3.246 4.300 -4.329 0.00 0.00 0.00
H -3.661 2.060 -5.308 0.00 0.00 0.00
H -3.718 0.053 -3.794 0.02 0.01 0.00
H -3.452 0.313 -1.421 0.02 0.00 0.01
H -1.220 4.738 1.115 0.00 0.00 0.00
H -1.583 7.160 1.481 0.00 0.00 0.00
H -3.846 8.126 1.207 0.00 0.00 0.00
H -5.736 6.662 0.564 0.00 0.00 0.00
H -5.359 4.254 0.181 0.00 0.01 0.00
C 1.541 -2.037 -4.741 0.00 0.01 0.00
C 0.626 -1.963 -3.543 0.02 -0.02 -0.01
N 1.059 -1.790 -2.347 -0.01 0.04 -0.07
O 2.458 -1.641 -2.289 -0.01 0.01 0.03
C -0.812 -2.096 -3.801 0.00 -0.01 0.05
C -1.295 -2.686 -5.097 -0.02 -0.01 0.00
N -1.646 -1.735 -2.852 -0.02 0.05 -0.09
O -2.910 -1.898 -3.046 0.00 -0.01 0.02
H 2.569 -1.833 -4.465 0.00 0.00 0.00
H 1.214 -1.319 -5.498 0.00 -0.01 0.00
H 1.483 -3.027 -5.198 0.00 0.00 0.00
H 2.603 -1.361 -1.366 0.04 0.01 -0.01
H -0.847 -3.664 -5.304 0.00 0.00 0.00
H -1.087 -2.046 -5.963 0.00 0.00 0.00
H -2.374 -2.804 -5.006 0.00 0.00 -0.01

=====

[4]
18
Properties=species:S:1:pos:R:3:forces:R:3 method="wB97M-V/def2-TZVPD" lumo_energy_ev="4.130 / 4.200" spin_multiplicity=2 de_lowest_kcal_mol=51.3 orbital_gap_ev="2.57 / 9.92" e_homo_ev="1.56 / -5.72" energy_ha=-235.6524 total_charge=-1
C 0.151 -2.305 -1.786 0.03 -0.59 -0.05
C 0.756 -0.942 -1.726 0.37 2.11 -1.96
C 1.781 -0.549 -0.962 -0.94 0.11 -1.49
H -0.893 -2.211 -2.110 -0.18 -0.17 0.63
H 0.294 -2.880 -0.829 -0.38 0.60 -0.93
H 0.578 -2.901 -2.619 0.19 0.26 0.40
H 0.389 -0.181 -2.586 0.64 -1.79 2.19
H 2.257 0.417 -1.072 -0.16 0.16 0.09
H 2.230 -1.253 -0.326 0.47 -0.69 1.10
C -0.509 2.430 1.649 0.00 3.88 -1.76
C -1.439 1.342 1.471 -0.87 -2.45 0.47
C -1.037 0.110 1.809 1.09 -1.21 -1.13
H 0.202 2.529 2.464 -0.72 -0.33 0.63
H -0.992 3.444 1.378 0.61 -1.21 1.04
H 0.181 2.382 0.825 0.64 -0.22 -0.88
H -2.404 1.426 0.917 0.80 0.39 0.83
H -1.656 -0.793 1.531 0.75 0.95 0.48
H 0.107 -0.064 1.972 -2.34 0.20 0.34